40
Properties=species:S:1:pos:R:3 method="wB97M-V/def2-TZVPD" multiplicity=1 total_charge=+1 e_homo_ev=-10.88 relative_energy_kcal_mol=11.6 molar_mass_g_mol=285.4
C -1.15042 -1.19077 3.07280
C -1.72248 -1.15463 1.67241
C -0.81395 -1.14621 0.65083
C -3.15483 -1.13242 1.47252
C -3.74168 -1.06781 0.07841
C -4.05728 -1.16747 2.49858
H -1.90730 -1.24375 3.85563
H -0.47622 -2.05170 3.19161
H -0.53855 -0.29460 3.25397
H -1.10054 -1.18372 -0.40099
H 0.24723 -1.22130 0.88351
H -2.99006 -0.97986 -0.70544
H -4.34920 -1.96155 -0.12841
H -4.42573 -0.21022 -0.00298
H -5.12007 -1.14206 2.26475
H -3.77853 -1.22382 3.54841
F 4.59840 -3.28510 -2.87242
C 3.94333 -2.26550 -2.23078
C 4.37287 -1.89486 -0.95543
C 3.70441 -0.85513 -0.33008
C 2.59481 -0.17668 -0.93269
C 1.97414 0.83640 -0.15418
C 0.96056 1.78406 -0.45277
C 0.62785 2.70705 0.59106
C -0.37720 3.65027 0.45919
C -1.07393 3.68753 -0.74934
F -2.07617 4.61080 -0.89858
C -0.79124 2.83607 -1.81467
C 0.23198 1.90503 -1.67115
C 2.20973 -0.61217 -2.23336
C 2.87896 -1.64584 -2.88137
H 5.20530 -2.40891 -0.47646
H 4.01529 -0.54262 0.66761
H 2.45242 0.99743 0.81361
H 1.19316 2.65145 1.52285
H -0.61910 4.34162 1.26527
H -1.35514 2.90555 -2.74422
H 0.46601 1.26790 -2.51493
H 1.36752 -0.15435 -2.73601
H 2.57567 -1.96812 -3.87681


44
Properties=species:S:1:pos:R:3 method="wB97M-V/def2-TZVPD" multiplicity=1 total_charge=0 e_homo_ev=-8.98 relative_energy_kcal_mol=0.0 molar_mass_g_mol=348.4 smiles="Fc1ccccc1.Fc1ccccc1.Fc1ccccc1.NC(N)=O"
F -1.79206 4.62368 1.74358
C -1.80833 3.83048 0.67999
C -0.85100 4.00555 -0.38751
C -1.01728 3.14745 -1.46903
C -1.95263 2.15827 -1.47099
C -2.79325 1.93028 -0.40760
C -2.75872 2.81140 0.70359
H -0.08153 4.76209 -0.43186
H -0.32779 3.23337 -2.29584
H -1.93018 1.56554 -2.37352
H -3.57156 1.18769 -0.31158
H -3.44543 2.78610 1.53677
F 2.63185 0.06054 -1.19396
C 1.84442 -0.39141 -0.25441
C 2.16576 -1.49730 0.53773
C 1.34690 -1.84003 1.58098
C 0.12712 -1.12521 1.78626
C -0.21757 -0.03996 0.97141
C 0.65707 0.30001 -0.05258
H 2.98073 -2.18037 0.34897
H 1.63228 -2.68169 2.19465
H -0.32906 -1.37485 2.73282
H -1.18826 0.41017 1.11818
H 0.24104 1.03890 -0.72143
F 4.90267 -1.85429 -1.52905
C 3.86359 -2.41021 -2.20867
C 3.44481 -3.65438 -1.81408
C 2.50696 -4.32456 -2.69568
C 2.04813 -3.67566 -3.85630
C 2.47746 -2.37115 -4.19931
C 3.35383 -1.74195 -3.35105
H 3.85344 -4.12446 -0.93179
H 2.17929 -5.34273 -2.54608
H 1.27480 -4.20046 -4.39755
H 2.09267 -1.93921 -5.11132
H 3.89897 -0.85445 -3.63664
N -2.43902 0.50985 4.09956
C -3.49473 1.03763 3.54204
N -3.89400 1.98552 4.34379
O -4.11597 0.53952 2.61338
H -1.81421 1.13337 4.59041
H -2.09640 -0.33206 3.65920
H -3.20903 2.21456 5.04979
H -4.39578 2.68440 3.81474


52
Properties=species:S:1:pos:R:3 method="wB97M-V/def2-TZVPD" multiplicity=2 total_charge=0 e_homo_ev="-6.93 / -6.93" molar_mass_g_mol=761.5 s2=0.75
Yb 0.34653 -0.34201 0.11189
S 2.51994 3.07631 0.73967
C 2.57709 2.28040 -0.68679
S 2.78422 0.60745 -1.08459
C 2.47159 3.17941 -1.84885
C 2.00859 2.62132 -3.02994
N 1.64756 2.03823 -3.96206
C 3.06170 4.43071 -2.02895
N 3.47158 5.53613 -2.19899
C -0.90297 0.10254 -4.07264
C -1.17526 -0.98585 -3.11366
N -0.81030 -1.16216 -1.85274
C -1.43849 -2.34028 -1.42724
C -2.20595 -2.87194 -2.48724
N -2.03003 -1.94421 -3.51573
C -3.13859 -3.96271 -2.69545
O -3.42791 -4.79079 -1.65407
O -3.55847 -4.09373 -3.85922
C -1.16389 -2.89531 -0.04424
O -1.76727 -3.89863 0.31888
O -0.22017 -2.37697 0.62842
H 0.07235 -0.12896 -4.45725
H -0.89240 1.07210 -3.56655
H -1.66753 0.02262 -4.80793
H -2.47259 -2.08751 -4.44210
H -2.69358 -4.52747 -0.87353
C -0.99678 2.33149 -1.12021
C -0.98292 2.44298 0.37167
O -1.13166 1.10180 0.85496
C -0.99494 1.02434 2.24878
C -1.40758 -0.33084 2.75318
H -0.89166 3.29620 -1.59639
H -1.89292 1.76385 -1.42670
H -0.13923 1.73233 -1.47317
H -1.82057 3.06548 0.73897
H 0.02578 2.86926 0.77309
H -1.58898 1.80132 2.75331
H 0.05423 1.25576 2.59813
H -2.41822 -0.63078 2.55650
H -1.28387 -0.47361 3.79975
H -0.83125 -1.14905 2.25220
I 3.87942 2.24501 4.09262
C 2.89933 0.45295 3.75017
C 2.47939 -0.49667 4.79211
C 1.76199 -1.63600 4.38602
C 1.45720 -1.79740 3.03663
N 1.71874 -0.91425 2.07757
C 2.48419 0.21494 2.42252
H 2.88604 -0.44158 5.81003
H 1.41351 -2.42365 5.07199
H 1.00386 -2.74649 2.73931
H 2.92116 0.88393 1.64788


49
Properties=species:S:1:pos:R:3 method="wB97M-V/def2-TZVPD" multiplicity=1 total_charge=0 e_homo_ev=-9.62 molar_mass_g_mol=534.3 smiles="O=C1C=C(O)C(=O)C=C1O.O=C1C=C(O)C(=O)C=C1O.O=C1CC[C@H](CCCI)O1"
O -0.41801 0.39204 3.27963
C -1.30352 1.11242 3.71045
C -2.55180 1.34539 2.99948
C -3.47997 2.16023 3.51677
O -4.63571 2.39875 2.90020
C -3.27113 2.85690 4.82827
O -4.14057 3.59989 5.24133
C -2.02905 2.60354 5.55027
C -1.10443 1.78668 5.03357
O 0.04424 1.52681 5.66291
H -2.68965 0.83954 2.05391
H -5.12401 3.01812 3.47823
H -1.89616 3.09735 6.50257
H 0.53502 0.91402 5.08175
O 2.49462 1.53250 -4.30598
C 1.84181 1.64248 -5.32551
C 2.34467 1.24837 -6.63764
C 1.58634 1.41069 -7.72753
O 2.00808 1.06155 -8.94505
C 0.21085 1.99861 -7.64705
O -0.42677 2.13989 -8.67430
C -0.30189 2.37105 -6.33390
C 0.45359 2.20566 -5.24138
O 0.01206 2.53432 -4.02439
H 3.33953 0.82814 -6.68382
H 1.27604 1.28339 -9.55354
H -1.30227 2.77799 -6.28730
H 0.73214 2.31877 -3.39592
O 1.85408 -5.26346 3.83486
C 1.26682 -4.44976 3.28424
C 0.83251 -3.05038 3.85612
C -0.20128 -2.69586 2.73375
C 0.65374 -3.18445 1.56781
C 0.22967 -2.90102 0.12921
C 1.30609 -2.03857 -0.57407
C 1.54805 -0.68478 0.14485
I 1.17589 1.04884 -1.06566
O 0.86784 -4.56241 1.96563
H 0.30720 -3.12137 4.80933
H 1.65854 -2.33368 3.81240
H -0.99384 -3.43207 2.93127
H -0.57328 -1.65792 2.71283
H 1.65331 -2.74676 1.74867
H -0.71654 -2.34030 0.11810
H 0.05454 -3.82192 -0.43995
H 1.06569 -1.89607 -1.63146
H 2.23403 -2.62390 -0.50181
H 2.60093 -0.64742 0.43613
H 0.97197 -0.60186 1.07172


47
Properties=species:S:1:pos:R:3 method="wB97M-V/def2-TZVPD" multiplicity=1 total_charge=-1 e_homo_ev=-3.39 relative_energy_kcal_mol=2.9 molar_mass_g_mol=376.3
Li -1.96281 -0.05151 0.44134
C 3.24745 2.54707 1.05460
N 2.63472 1.84089 -0.07456
N 1.23621 1.74460 0.01282
C 0.82212 0.48858 -0.42388
O -0.34217 0.16184 -0.59950
C 2.04531 -0.25517 -0.65249
C 3.07879 0.56907 -0.40281
C 4.54013 0.28737 -0.42483
C 0.47956 2.94105 -0.11075
C 0.98290 4.01285 -0.84269
C 0.23495 5.17484 -0.95077
C -1.01151 5.26081 -0.34530
C -1.49873 4.18381 0.38202
C -0.75456 3.02104 0.52049
H 2.49298 3.18157 1.51066
H 4.06289 3.17911 0.70454
H 3.61928 1.85655 1.81459
H 2.07458 -1.27647 -0.99030
H 4.71300 -0.71142 -0.81856
H 4.96770 0.33607 0.57887
H 5.06818 1.01090 -1.04788
H 1.94694 3.92301 -1.32584
H 0.62233 6.01050 -1.52048
H -1.59725 6.16696 -0.43697
H -2.46540 4.24565 0.86554
H -1.10690 2.17920 1.12018
C -1.62305 0.44838 2.47299
H -2.32506 1.17521 2.92371
H -0.62877 0.77267 2.83914
H -1.82092 -0.48764 3.02485
O -5.08451 -2.28416 -0.49835
C -3.87668 -2.02733 -0.49480
O -3.31260 -0.90229 -0.52191
C -2.94287 -3.25038 -0.47182
C -3.46839 -4.48897 -0.12633
C -2.67218 -5.62636 -0.09162
C -1.33402 -5.54511 -0.43192
C -0.82857 -4.30512 -0.79373
C -1.59757 -3.15144 -0.80631
N 0.58423 -4.23236 -1.18164
O 1.26930 -5.23498 -1.06865
O 1.00849 -3.17721 -1.61802
H -4.52427 -4.53046 0.10625
H -3.09600 -6.58113 0.19326
H -0.68704 -6.40870 -0.42704
H -1.17021 -2.19140 -1.06613